C34H49Cl2N2O2OsP3 as an isolated structure at a distorted geometry. Source: the Open Molecules 2025 dataset; level of theory: ωB97M-V/def2-TZVPD.

Results
Charge ... +2
Gap between HOMO and LUMO (spin up / spin down) ... 2.555 / 4.716 eV
Highest occupied orbital energy (spin up / spin down) ... -0.29557 / -0.47310 Ha
DFT total energy ... -3619.29862 a.u.
Multiplicity ... 5

Element x y z (Å)
P 1.523 1.140 -3.329
C 3.148 1.116 -2.717
C 3.789 0.483 -3.824
H 3.185 -0.134 -4.488
C 5.110 0.777 -4.092
H 5.565 0.363 -4.996
C 5.821 1.600 -3.204
H 6.861 1.828 -3.433
C 5.222 2.117 -2.041
H 5.823 2.744 -1.368
C 3.877 1.864 -1.759
H 3.394 2.223 -0.850
C 0.741 -0.441 -3.398
C 1.317 -1.705 -3.107
H 2.222 -1.772 -2.500
C 0.737 -2.862 -3.636
H 1.196 -3.849 -3.468
C -0.416 -2.769 -4.433
H -0.837 -3.668 -4.896
C -1.042 -1.533 -4.648
H -1.930 -1.448 -5.284
C -0.508 -0.390 -4.074
H -0.981 0.582 -4.214
C 0.486 2.480 -2.806
C 0.687 3.118 -4.062
H 1.426 2.657 -4.739
C -0.058 4.227 -4.419
H 0.101 4.663 -5.408
C -0.982 4.735 -3.489
H -1.565 5.609 -3.782
C -1.151 4.156 -2.223
H -1.872 4.607 -1.522
C -0.415 3.013 -1.853
H -0.495 2.597 -0.846
Os 0.386 -0.859 2.306
C -1.490 -1.547 1.746
C -1.994 -1.526 0.488
H -2.112 -2.002 2.529
C -1.223 -0.730 -0.586
O -2.087 0.403 -0.993
H -1.634 0.980 -1.649
C -0.095 -0.343 0.254
H -0.917 -1.366 -1.462
C 0.745 0.318 0.989
Cl -0.012 -1.772 4.515
Cl 2.773 -0.333 2.599
P 1.419 -2.860 1.653
C 2.522 -3.428 2.987
H 1.916 -3.803 3.816
H 3.108 -2.574 3.343
H 3.197 -4.199 2.599
C 0.256 -4.234 1.429
H -0.309 -4.102 0.499
H -0.441 -4.238 2.273
H 0.802 -5.185 1.396
C 2.461 -2.889 0.160
H 2.958 -1.922 0.025
H 1.855 -3.103 -0.728
H 3.229 -3.668 0.261
P -3.538 -2.343 -0.027
C -4.087 -3.418 1.287
C -3.194 -3.300 -1.510
H -4.178 -2.851 2.221
H -3.376 -4.242 1.424
H -5.067 -3.836 1.024
H -2.751 -2.671 -2.293
H -4.129 -3.734 -1.892
H -2.502 -4.120 -1.271
C -4.768 -1.101 -0.417
H -5.133 -0.638 0.509
H -5.617 -1.555 -0.945
H -4.304 -0.331 -1.045
H 1.411 1.120 0.566
C -2.093 2.961 2.213
N -1.436 2.925 3.511
C -1.397 4.155 4.271
C -0.528 1.945 3.744
O -0.285 1.182 2.769
N 0.033 1.792 4.969
C -0.800 1.955 6.132
C 1.362 1.254 5.186
H -2.881 3.715 2.288
H -2.549 1.991 1.970
H -1.406 3.255 1.401
H -2.112 4.121 5.099
H -0.389 4.334 4.664
H -1.677 4.968 3.603
H -0.678 1.076 6.771
H -0.497 2.856 6.678
H -1.846 2.036 5.819
H 1.303 0.410 5.883
H 1.812 0.898 4.248
H 2.003 2.045 5.609


C34H49CoN7OPS as an isolated structure at a distorted geometry. Source: the Open Molecules 2025 dataset; level of theory: ωB97M-V/def2-TZVPD.

Results
Charge ... 0
Gap between HOMO and LUMO (spin up / spin down) ... 7.891 / 7.730 eV
Highest occupied orbital energy (spin up / spin down) ... -0.28656 / -0.30959 Ha
DFT total energy ... -3905.85366 a.u.
Relative energy (zero: lowest compared OMol25 entry of this formula, charge and spin) ... 0.081 eV
Multiplicity ... 5

Element x y z (Å)
Co -1.048 -0.137 -0.036
C -3.831 -2.011 4.198
C -4.832 -2.098 3.050
N -4.190 -2.241 1.744
C -4.025 -3.600 1.250
C -5.297 -4.156 0.618
C -3.688 -1.159 1.125
S -3.062 -1.331 -0.493
N -3.811 -0.008 1.786
C -3.105 1.088 1.591
O -2.058 1.175 0.878
C -3.570 2.311 2.286
C -4.572 2.250 3.254
C -5.022 3.408 3.863
C -4.481 4.637 3.509
C -3.476 4.702 2.554
C -3.017 3.545 1.948
H -4.361 -1.954 5.150
H -3.210 -1.124 4.086
H -3.185 -2.890 4.217
H -5.452 -1.204 3.025
H -5.479 -2.965 3.185
H -3.720 -4.225 2.093
H -3.227 -3.600 0.515
H -6.118 -4.195 1.336
H -5.112 -5.170 0.261
H -5.600 -3.536 -0.226
H -4.977 1.284 3.519
H -5.799 3.356 4.615
H -4.844 5.544 3.975
H -3.052 5.659 2.281
H -2.232 3.584 1.205
N 0.052 -0.194 -1.429
P 1.449 0.294 -1.917
N 1.405 1.777 -2.686
C 2.680 2.425 -2.995
C 2.431 3.744 -3.714
C 1.651 4.721 -2.820
C 0.624 3.980 -1.942
C 0.237 2.655 -2.586
N 2.168 -0.693 -3.069
C 1.467 -0.680 -4.369
C 2.172 -1.631 -5.326
C 2.060 -3.090 -4.837
C 1.790 -3.135 -3.328
C 2.582 -2.039 -2.627
N 2.622 0.357 -0.724
C 2.271 1.079 0.503
C 3.109 0.572 1.665
C 4.589 0.905 1.425
C 4.938 0.846 -0.074
C 4.005 -0.103 -0.818
H 3.277 1.751 -3.615
H 3.255 2.618 -2.078
H 1.873 3.540 -4.631
H 3.387 4.179 -4.008
H 1.149 5.457 -3.450
H 2.348 5.272 -2.184
H -0.263 4.593 -1.781
H 1.059 3.765 -0.963
H -0.184 2.839 -3.582
H -0.526 2.137 -2.008
H 1.481 0.338 -4.756
H 0.414 -0.970 -4.259
H 3.221 -1.331 -5.383
H 1.750 -1.523 -6.325
H 2.991 -3.617 -5.055
H 1.264 -3.614 -5.368
H 2.074 -4.105 -2.919
H 0.727 -2.990 -3.122
H 3.648 -2.177 -2.847
H 2.453 -2.118 -1.545
H 1.213 0.932 0.712
H 2.433 2.163 0.386
H 2.959 -0.507 1.756
H 2.758 1.025 2.593
H 5.217 0.213 1.990
H 4.802 1.907 1.804
H 5.966 0.512 -0.217
H 4.858 1.841 -0.518
H 4.110 -1.107 -0.386
H 4.283 -0.164 -1.871
N 2.669 -4.072 5.078
C 2.081 -3.475 4.289
C 1.350 -2.729 3.312
C 1.358 -3.129 1.974
C 0.641 -2.408 1.033
C -0.086 -1.266 1.379
C -0.070 -0.881 2.723
C 0.625 -1.599 3.685
H 1.935 -4.000 1.688
H 0.653 -2.748 0.002
H -0.608 0.007 3.045
H 0.608 -1.288 4.723


C34H50BN4P2RhSSe as an isolated structure. Source: the Open Molecules 2025 dataset; level of theory: ωB97M-V/def2-TZVPD.

Results
Charge ... 0
Gap between HOMO and LUMO ... 6.201 eV
Highest occupied orbital energy ... -0.22859 Ha
DFT total energy ... -5162.42535 a.u.

Element x y z (Å)
Rh -0.043 0.411 -0.119
C 3.786 1.653 -0.298
C 3.036 1.785 -1.632
C 4.056 1.561 -2.755
C 2.437 3.195 -1.700
P 1.653 0.534 -1.657
C 2.534 -1.109 -1.726
N 1.668 -2.007 -1.004
B 0.523 -1.512 -0.294
N 0.079 -2.599 0.534
C -0.819 -2.349 1.638
P -1.757 -0.824 1.125
C -2.524 -0.242 2.754
C -3.503 -1.234 3.384
C -1.367 -0.030 3.752
C -3.259 1.105 2.571
C -3.122 -1.530 0.021
C -2.583 -1.635 -1.409
C -4.322 -0.581 -0.018
C -3.581 -2.933 0.433
C 0.986 -3.652 0.410
C 1.048 -4.874 1.053
C 2.092 -5.739 0.726
C 3.045 -5.386 -0.219
C 2.991 -4.153 -0.870
C 1.960 -3.291 -0.550
C 0.639 0.652 -3.241
C -0.565 1.525 -2.855
C 0.142 -0.748 -3.624
C 1.313 1.242 -4.478
H 4.633 2.344 -0.322
H 4.185 0.651 -0.131
H 3.160 1.919 0.548
H 4.889 2.251 -2.599
H 3.657 1.753 -3.746
H 4.468 0.550 -2.735
H 3.239 3.924 -1.561
H 1.694 3.350 -0.914
H 1.968 3.405 -2.662
H 3.506 -1.013 -1.234
H 2.717 -1.419 -2.760
H -0.257 -2.127 2.550
H -1.483 -3.189 1.844
H -3.042 -2.212 3.536
H -4.411 -1.362 2.797
H -3.796 -0.857 4.367
H -0.984 -0.980 4.124
H -1.749 0.527 4.611
H -0.524 0.523 3.336
H -4.181 1.018 2.002
H -1.403 1.891 1.991
H -3.528 1.475 3.567
H -2.313 -0.657 -1.808
H -3.373 -2.041 -2.048
H -1.722 -2.299 -1.475
H -4.038 0.453 -0.225
H -4.899 -0.596 0.905
H -4.991 -0.903 -0.820
H -2.803 -3.677 0.255
H -4.438 -3.207 -0.189
H -3.896 -3.000 1.472
H 0.310 -5.149 1.796
H 2.160 -6.699 1.220
H 3.846 -6.074 -0.453
H 3.740 -3.877 -1.601
H -1.166 1.082 -2.043
H -1.244 1.623 -3.706
H -0.267 2.520 -2.526
H -0.306 -1.277 -2.787
H 0.945 -1.365 -4.027
H -0.616 -0.643 -4.405
H 1.646 2.268 -4.338
H 0.583 1.243 -5.292
H 2.161 0.637 -4.804
S 2.401 1.738 3.304
C 2.769 0.083 3.070
C 2.073 -0.459 2.030
C 1.208 0.488 1.406
C 1.289 1.728 1.991
C 0.497 2.866 1.522
C 0.511 4.105 2.096
C -0.282 5.125 1.459
C -1.168 4.814 0.503
C -1.427 3.362 0.168
N -0.280 2.521 0.455
H 3.481 -0.410 3.711
H 2.187 -1.493 1.731
H 1.155 4.328 2.934
H -0.131 6.163 1.734
H -1.752 5.565 -0.011
H -1.689 3.280 -0.891
Se -4.366 3.288 0.341
C -2.696 2.848 0.891
N -2.402 2.042 1.891


C34H50BeN3Si4Te2 as an isolated structure. Source: the Open Molecules 2025 dataset; level of theory: ωB97M-V/def2-TZVPD.

Results
Charge ... +1
Gap between HOMO and LUMO ... 5.609 eV
Highest occupied orbital energy ... -0.34123 Ha
DFT total energy ... -3198.67937 a.u.
Relative energy (zero: lowest compared OMol25 entry of this formula, charge and spin) ... 0.039 eV

Element x y z (Å)
Be -0.187 -0.664 0.732
C -0.295 -2.449 3.327
C -1.570 -2.332 2.561
C -2.780 -2.844 3.022
C -3.931 -2.660 2.279
C -3.864 -1.970 1.075
C -2.639 -1.503 0.661
N -1.510 -1.684 1.395
C -2.357 -0.838 -0.638
C -3.152 -0.617 -1.750
C -2.525 -0.144 -2.899
C -1.142 0.031 -2.954
C -0.423 -0.213 -1.800
N -1.067 -0.552 -0.697
C 1.042 -0.307 -1.556
C 2.020 0.002 -2.471
C 3.348 -0.160 -2.096
C 3.639 -0.625 -0.828
C 2.604 -0.931 0.053
C 2.853 -1.450 1.430
N 1.327 -0.782 -0.319
H 0.007 -1.459 3.680
H 0.501 -2.832 2.689
H -0.404 -3.108 4.185
H -2.806 -3.381 3.960
H -4.876 -3.049 2.632
H -4.746 -1.801 0.474
H -4.211 -0.829 -1.746
H -3.117 0.042 -3.785
H -0.655 0.326 -3.873
H 1.754 0.381 -3.448
H 4.145 0.084 -2.785
H 4.663 -0.758 -0.509
H 3.898 -1.340 1.712
H 2.593 -2.509 1.484
H 2.238 -0.896 2.143
C -3.734 0.643 3.518
Si -2.542 1.015 4.922
C -3.345 2.205 6.132
C -2.163 -0.549 5.903
Si -0.623 2.044 4.060
Te 0.164 1.442 1.724
Si 1.208 1.797 5.496
C 1.863 0.036 5.348
C 0.695 2.115 7.275
C 2.587 2.968 5.000
Si -1.083 4.331 3.718
C -1.302 5.297 5.318
C -2.651 4.482 2.691
C 0.336 5.117 2.777
H -4.580 0.035 3.850
H -3.228 0.123 2.704
H -4.129 1.575 3.109
H -4.218 1.723 6.580
H -3.682 3.124 5.651
H -2.666 2.477 6.942
H -3.070 -0.882 6.416
H -1.408 -0.356 6.667
H -1.811 -1.372 5.284
H 1.133 -0.706 5.680
H 2.764 -0.091 5.954
H 2.128 -0.179 4.310
H -0.069 1.410 7.608
H 0.294 3.123 7.398
H 1.552 2.016 7.945
H 2.803 2.898 3.932
H 3.497 2.720 5.552
H 2.337 4.007 5.221
H -2.252 5.080 5.809
H -1.289 6.366 5.091
H -0.501 5.104 6.033
H -3.527 4.120 3.234
H -2.568 3.919 1.759
H -2.828 5.531 2.441
H 1.220 5.238 3.405
H 0.034 6.115 2.447
H 0.631 4.548 1.894
C 3.273 3.202 -0.621
Te 1.513 3.365 -1.833
C 1.450 5.400 -1.160
C 2.487 5.521 -0.074
C 2.589 6.694 0.671
C 3.506 6.798 1.700
C 4.334 5.723 2.000
C 4.247 4.561 1.254
C 3.332 4.456 0.208
H 4.153 3.101 -1.255
H 3.181 2.319 0.013
H 0.454 5.615 -0.774
H 1.656 6.068 -1.994
H 1.928 7.524 0.450
H 3.569 7.711 2.278
H 5.045 5.793 2.812
H 4.897 3.724 1.480


C34H50Cl2N3OP3Ti as an isolated structure at a distorted geometry. Source: the Open Molecules 2025 dataset; level of theory: ωB97M-V/def2-TZVPD.

Results
Charge ... +2
Gap between HOMO and LUMO ... 3.212 eV
Highest occupied orbital energy ... -0.41701 Ha
DFT total energy ... -4358.40280 a.u.

Element x y z (Å)
P 1.825 1.263 -4.025
C 3.497 1.086 -3.349
C 4.450 0.371 -4.133
H 4.108 -0.439 -4.782
C 5.785 0.762 -4.090
H 6.494 0.387 -4.830
C 6.213 1.645 -3.091
H 7.250 1.973 -3.064
C 5.319 2.068 -2.094
H 5.682 2.642 -1.243
C 3.952 1.785 -2.207
H 3.231 2.112 -1.451
C 0.836 -0.237 -3.804
C 1.445 -1.419 -3.323
H 2.396 -1.352 -2.788
C 0.862 -2.658 -3.580
H 1.349 -3.570 -3.217
C -0.322 -2.740 -4.325
H -0.711 -3.716 -4.618
C -1.012 -1.574 -4.660
H -1.969 -1.648 -5.189
C -0.481 -0.324 -4.347
H -1.022 0.588 -4.598
C 0.890 2.746 -3.619
C 0.895 3.792 -4.577
H 1.667 3.766 -5.355
C -0.077 4.783 -4.534
H -0.165 5.527 -5.334
C -0.959 4.843 -3.445
H -1.715 5.630 -3.394
C -0.859 3.908 -2.395
H -1.507 3.998 -1.525
C 0.062 2.852 -2.487
H 0.147 2.118 -1.682
Ti 0.359 -0.618 2.392
C -1.675 -1.528 1.896
C -2.044 -1.642 0.628
H -2.359 -1.844 2.688
C -1.110 -1.123 -0.440
O -1.772 0.012 -1.068
H -1.437 0.142 -1.973
C 0.114 -0.683 0.232
H -0.927 -1.915 -1.185
C 0.852 0.221 0.776
Cl -0.218 -1.524 4.535
Cl 2.626 -0.263 2.938
P 1.548 -2.824 1.667
C 2.570 -3.435 3.039
H 1.917 -3.693 3.882
H 3.234 -2.626 3.375
H 3.160 -4.293 2.693
C 0.408 -4.173 1.274
H -0.055 -3.986 0.295
H -0.376 -4.188 2.043
H 0.963 -5.121 1.266
C 2.720 -2.808 0.276
H 3.234 -1.838 0.217
H 2.203 -2.983 -0.674
H 3.469 -3.594 0.429
P -3.583 -2.430 0.072
C -4.122 -3.473 1.422
C -3.220 -3.398 -1.402
H -4.110 -2.875 2.344
H -3.425 -4.324 1.500
H -5.139 -3.840 1.227
H -2.883 -2.757 -2.230
H -4.123 -3.936 -1.723
H -2.440 -4.136 -1.172
C -4.789 -1.167 -0.355
H -5.171 -0.703 0.565
H -5.631 -1.601 -0.906
H -4.291 -0.403 -0.974
H 1.491 1.020 0.471
C -2.755 2.766 2.454
N -2.003 2.748 3.698
C -2.337 3.737 4.710
C -0.918 1.971 3.823
N -0.557 1.205 2.792
N -0.186 2.056 4.984
C -0.788 1.572 6.226
C 1.251 1.837 4.901
H -3.709 3.260 2.653
H -2.952 1.739 2.120
H -2.234 3.320 1.655
H -2.919 3.282 5.520
H -1.434 4.192 5.130
H -2.949 4.509 4.237
H -1.046 1.536 1.957
H -0.383 0.576 6.459
H -0.569 2.266 7.049
H -1.875 1.470 6.115
H 1.455 0.758 4.897
H 1.646 2.273 3.975
H 1.739 2.308 5.759